w.
{
  "formula": "CF2O2S",
  "method": "wB97M-V/def2-TZVPD",
  "species": ["C", "O", "O", "F", "F", "S"],
  "coordinates": [[2.09, -0.11, -0.42], [1.00, -0.16, -0.81], [-2.43, 0.52, -0.93], [2.37, 0.02, 0.85], [-1.43, 0.14, 1.46], [-1.60, -0.40, -0.15]],
  "spin_multiplicity": 1,
  "gap_ev": [9.7, 7.2]
}


x.
{
  "formula": "CF2O2S",
  "method": "wB97M-V/def2-TZVPD",
  "species": ["O", "C", "F", "F", "O", "S"],
  "coordinates": [[-1.37, 0.59, 0.89], [-0.94, 0.10, -0.09], [-0.29, 0.64, -1.14], [-0.98, -1.16, -0.33], [1.35, -0.68, 0.26], [2.22, 0.51, 0.41]],
  "spin_multiplicity": 1,
  "gap_ev": [7.8, 7.7],
  "smiles": "O=C(F)F.O=S"
}


y.
{
  "formula": "CF2O2S",
  "method": "wB97M-V/def2-TZVPD",
  "species": ["O", "C", "F", "O", "S", "F"],
  "coordinates": [[2.07, 0.86, -0.31], [1.05, 0.31, -0.18], [0.98, -0.88, 0.55], [-0.15, 0.64, -0.48], [-1.25, -0.82, 0.41], [-2.71, -0.10, 0.02]],
  "spin_multiplicity": 1,
  "gap_ev": 8.6,
  "smiles": "O=C(F)OSF"
}


Most stable pick: x. Distance to second place: 5.0 kcal/mol.


w.
{
  "formula": "C2H5N3OS",
  "method": "wB97M-V/def2-TZVPD",
  "species": ["C", "C", "N", "N", "N", "O", "S", "H", "H", "H", "H", "H"],
  "coordinates": [[0.15, -2.04, 2.40], [-0.84, -1.35, 1.63], [0.99, -2.69, 2.82], [1.12, -0.22, 0.20], [-1.39, 0.59, -0.68], [-2.61, 0.66, -0.51], [-0.18, -1.19, -0.11], [-1.83, -1.88, 1.66], [1.30, 0.37, -0.67], [1.89, -0.67, 0.60], [-0.97, -0.43, 1.99], [-1.15, 0.12, -1.63]],
  "spin_multiplicity": 1,
  "gap_ev": [8.8, 8.8]
}


x.
{
  "formula": "C2H5N3OS",
  "method": "wB97M-V/def2-TZVPD",
  "species": ["H", "N", "C", "O", "S", "H", "H", "N", "C", "N", "H", "H"],
  "coordinates": [[1.29, -1.70, -0.81], [0.75, -0.94, -0.40], [-0.31, -1.30, 0.11], [-1.09, -0.49, 0.88], [-0.98, -3.05, 0.12], [-0.50, 0.38, 0.95], [-0.10, -3.43, -0.75], [0.49, 3.17, 1.50], [0.22, 2.57, 0.56], [0.13, 2.00, -0.66], [0.83, 1.27, -0.52], [-0.71, 1.53, -0.97]],
  "spin_multiplicity": 1,
  "gap_ev": 10.6,
  "smiles": "[H]/N=C(/O)S.N#CN"
}


Most stable pick: x. Distance to second place: 80.8 kcal/mol.


w.
{
  "formula": "C2H5N3OS",
  "method": "wB97M-V/def2-TZVPD",
  "species": ["N", "C", "N", "N", "H", "H", "H", "H", "H", "O", "C", "S"],
  "coordinates": [[0.49, -1.77, 0.07], [-0.31, -0.73, 0.13], [-0.83, -0.11, 1.40], [-0.90, -0.25, -0.93], [0.90, -1.97, 1.05], [-0.35, -0.56, 2.26], [-0.67, 0.85, 1.35], [-1.74, 0.17, -0.89], [-0.64, -0.77, -1.76], [0.48, 2.64, -0.77], [1.26, 1.83, -0.91], [2.34, 0.67, -1.01]],
  "spin_multiplicity": 1,
  "gap_ev": 9.7,
  "smiles": "N=C(N)N.O=C=S"
}


x.
{
  "formula": "C2H5N3OS",
  "method": "wB97M-V/def2-TZVPD",
  "species": ["N", "N", "C", "S", "C", "N", "O", "H", "H", "H", "H", "H"],
  "coordinates": [[-1.74, -1.26, 0.14], [-0.42, -1.50, -0.21], [0.55, -0.57, -0.12], [2.19, -0.99, -0.11], [0.13, 0.96, -0.16], [1.17, 1.77, 0.11], [-1.03, 1.30, -0.33], [-1.74, -0.79, 1.04], [-2.08, -0.52, -0.48], [-0.18, -2.46, -0.26], [1.03, 2.75, 0.11], [2.12, 1.32, 0.27]],
  "spin_multiplicity": 1,
  "gap_ev": 8.5,
  "smiles": "NNC(=S)C(N)=O"
}


Most stable pick: w. Distance to second place: 13.3 kcal/mol.


w.
{
  "formula": "C2H5N3OS",
  "method": "wB97M-V/def2-TZVPD",
  "species": ["C", "N", "N", "S", "H", "H", "H", "H", "N", "C", "O", "H"],
  "coordinates": [[-1.13, 0.26, 0.21], [0.30, 0.26, 0.07], [1.11, -0.73, -0.13], [0.56, -2.29, -0.03], [-1.51, -0.31, 1.10], [-1.47, -0.22, -0.76], [-1.32, 1.37, 0.35], [0.85, 1.14, 0.14], [3.87, -0.18, 0.35], [3.08, 0.57, -0.14], [2.55, 1.58, -0.25], [3.90, -1.23, 0.24]],
  "spin_multiplicity": 1,
  "gap_ev": [8.3, 8.3],
  "smiles": "CNN=S.N=C=O"
}


x.
{
  "formula": "C2H5N3OS",
  "method": "wB97M-V/def2-TZVPD",
  "species": ["C", "C", "N", "N", "N", "O", "S", "H", "H", "H", "H", "H"],
  "coordinates": [[0.34, 0.27, -0.06], [-0.40, -1.39, -0.65], [0.49, -1.90, -1.50], [-0.32, 2.28, 1.19], [-0.46, 0.91, 0.78], [1.44, 0.61, -0.37], [-1.88, -1.86, -0.27], [1.31, -1.46, -1.56], [0.44, -2.84, -1.85], [0.70, 2.51, 0.93], [-0.28, 2.31, 2.19], [-1.38, 0.56, 1.17]],
  "spin_multiplicity": 1,
  "gap_ev": 9.1
}


y.
{
  "formula": "C2H5N3OS",
  "method": "wB97M-V/def2-TZVPD",
  "species": ["H", "N", "C", "N", "O", "N", "C", "S", "H", "H", "H", "H"],
  "coordinates": [[0.73, -2.64, -0.03], [0.14, -1.81, 0.05], [0.80, -0.75, 0.01], [2.15, -0.46, -0.13], [0.20, 0.45, 0.23], [-1.25, 0.45, 0.38], [-1.93, 1.55, 0.15], [-1.23, 3.03, -0.22], [2.35, 0.42, -0.59], [2.71, -1.22, -0.56], [-1.60, -0.44, 0.54], [-3.06, 1.40, 0.16]],
  "spin_multiplicity": 1,
  "gap_ev": 8.9,
  "smiles": "[H]/N=C(\\N)ONC=S"
}


z.
{
  "formula": "C2H5N3OS",
  "method": "wB97M-V/def2-TZVPD",
  "species": ["H", "N", "C", "N", "N", "S", "C", "O", "H", "H", "H", "H"],
  "coordinates": [[0.97, -2.64, -0.02], [1.48, -1.72, 0.03], [0.60, -0.74, -0.05], [0.84, 0.48, 0.37], [0.94, 1.71, -0.54], [-0.91, -0.84, -0.85], [-2.07, -0.18, 0.39], [-3.20, 0.14, -0.05], [1.49, 0.51, 1.23], [1.55, 1.30, -1.39], [-0.03, 2.16, -0.70], [-1.64, -0.19, 1.56]],
  "spin_multiplicity": 1,
  "gap_ev": 10.0,
  "smiles": "[H]/N=C(/NN)SC=O"
}


Most stable pick: x. Distance to second place: 9.7 kcal/mol.


w.
{
  "formula": "C2H5N3OS",
  "method": "wB97M-V/def2-TZVPD",
  "species": ["N", "N", "C", "S", "C", "N", "O", "H", "H", "H", "H", "H"],
  "coordinates": [[-3.40, -0.52, -0.18], [-2.32, 0.27, 0.14], [-1.17, -0.17, -0.18], [0.24, 0.84, 0.18], [1.34, -0.44, 0.76], [2.47, -0.73, 0.27], [2.89, -0.04, -0.82], [-3.30, -1.09, -0.98], [-4.23, 0.06, -0.22], [-0.97, -1.11, -0.75], [1.03, -1.01, 1.65], [2.15, 0.57, -1.12]],
  "spin_multiplicity": 1,
  "gap_ev": 9.7,
  "smiles": "N/N=C/S/C=N\\O"
}


x.
{
  "formula": "C2H5N3OS",
  "method": "wB97M-V/def2-TZVPD",
  "species": ["H", "N", "C", "N", "S", "C", "N", "O", "H", "H", "H", "H"],
  "coordinates": [[3.70, -0.40, 0.75], [2.91, 0.14, 0.01], [1.87, -0.39, 0.32], [0.76, -0.26, -0.57], [-0.72, -1.36, -0.44], [-2.10, -0.20, -0.08], [-2.05, 1.16, -0.38], [-3.01, -0.82, 0.48], [1.49, -1.11, 1.17], [1.04, -0.07, -1.58], [-2.92, 1.70, 0.32], [-0.98, 1.62, 0.00]],
  "spin_multiplicity": 1,
  "gap_ev": 9.9,
  "smiles": "[H]/N=C/NSC(N)=O"
}


Most stable pick: x. Distance to second place: 10.3 kcal/mol.


w.
{
  "formula": "BrHOS",
  "method": "wB97M-V/def2-TZVPD",
  "species": ["O", "S", "Br", "H"],
  "coordinates": [[0.72, -1.56, -1.08], [2.08, -2.11, -1.33], [-0.76, 1.22, 0.75], [-0.32, -0.05, 0.00]],
  "spin_multiplicity": 1,
  "gap_ev": [7.8, 7.8],
  "smiles": "O=S.Br"
}


x.
{
  "formula": "BrHOS",
  "method": "wB97M-V/def2-TZVPD",
  "species": ["O", "S", "Br", "H"],
  "coordinates": [[0.44, 1.29, -0.25], [0.77, 2.54, 0.50], [-0.07, -2.22, 0.07], [-1.15, -1.61, -0.32]],
  "spin_multiplicity": 1,
  "gap_ev": [7.8, 7.8],
  "smiles": "O=S.Br"
}


Most stable pick: w. Distance to second place: 4.1 kcal/mol.


w.
{
  "formula": "C6H18O3",
  "method": "wB97M-V/def2-TZVPD",
  "species": ["C", "C", "O", "H", "H", "H", "H", "H", "H", "C", "C", "O", "H", "H", "H", "H", "H", "H", "C", "C", "O", "H", "H", "H", "H", "H", "H"],
  "coordinates": [[2.29, -0.06, 3.37], [3.58, 0.80, 3.19], [3.78, 1.28, 1.90], [2.35, -0.87, 2.64], [1.42, 0.58, 3.24], [2.30, -0.47, 4.38], [4.41, 0.18, 3.54], [3.53, 1.66, 3.86], [4.73, 1.32, 1.79], [-0.22, 0.65, -1.33], [0.76, 1.23, -0.33], [1.43, 0.25, 0.40], [0.18, -0.18, -1.91], [-0.34, 1.46, -2.04], [-1.22, 0.41, -0.96], [0.26, 1.77, 0.47], [1.38, 1.96, -0.84], [2.28, 0.59, 0.69], [-3.37, -0.50, -2.76], [-3.76, -1.82, -1.96], [-3.76, -2.81, -2.95], [-2.29, -0.46, -2.89], [-3.52, 0.24, -1.98], [-3.87, -0.28, -3.71], [-4.72, -1.67, -1.47], [-2.98, -2.09, -1.26], [-4.64, -3.15, -3.10]],
  "spin_multiplicity": 1,
  "gap_ev": 10.3,
  "smiles": "CCO.CCO.CCO"
}


x.
{
  "formula": "C6H18O3",
  "method": "wB97M-V/def2-TZVPD",
  "species": ["C", "C", "O", "H", "H", "H", "H", "H", "H", "C", "C", "O", "H", "H", "H", "H", "H", "H", "C", "C", "O", "H", "H", "H", "H", "H", "H"],
  "coordinates": [[6.48, -10.95, 22.83], [7.86, -10.94, 22.08], [7.36, -10.58, 20.72], [6.53, -11.11, 23.90], [5.81, -11.73, 22.47], [5.98, -9.99, 22.73], [8.26, -11.91, 21.78], [8.62, -10.22, 22.41], [6.89, -11.31, 20.31], [12.08, -10.44, 22.23], [13.26, -11.05, 23.05], [13.19, -12.39, 22.73], [11.13, -10.90, 22.52], [12.27, -10.63, 21.17], [11.91, -9.36, 22.24], [13.20, -10.80, 24.11], [14.26, -10.70, 22.83], [13.90, -12.83, 23.20], [4.42, -12.20, 18.68], [4.91, -13.46, 19.43], [6.05, -12.99, 20.19], [3.75, -11.66, 19.34], [3.88, -12.55, 17.81], [5.21, -11.50, 18.39], [5.12, -14.36, 18.85], [4.16, -13.76, 20.16], [6.67, -13.72, 20.29]],
  "spin_multiplicity": 1,
  "gap_ev": 10.0,
  "smiles": "CCO.CCO.CCO"
}


Most stable pick: w. Distance to second place: 5.8 kcal/mol.


w.
{
  "formula": "CH6N4",
  "method": "wB97M-V/def2-TZVPD",
  "species": ["H", "N", "C", "N", "N", "N", "H", "H", "H", "H", "H"],
  "coordinates": [[0.49, 1.70, 0.04], [-0.50, 1.41, -0.01], [-0.52, 0.14, 0.00], [-1.69, -0.56, 0.02], [0.60, -0.68, -0.05], [1.91, -0.19, 0.01], [-1.73, -1.56, 0.02], [-2.52, -0.01, 0.00], [0.55, -1.70, 0.05], [2.03, 0.43, -0.78], [2.04, 0.38, 0.86]],
  "spin_multiplicity": 1,
  "gap_ev": 9.8,
  "smiles": "[H]/N=C(/N)NN"
}


x.
{
  "formula": "CH6N4",
  "method": "wB97M-V/def2-TZVPD",
  "species": ["H", "N", "C", "N", "N", "N", "H", "H", "H", "H", "H"],
  "coordinates": [[-1.25, -1.07, -0.90], [-1.15, -0.07, -1.12], [-0.23, 0.43, -0.37], [0.14, 1.75, -0.51], [0.56, -0.26, 0.52], [0.38, -1.57, 0.94], [0.72, 2.31, 0.11], [-0.42, 2.14, -1.25], [1.32, 0.22, 0.99], [-0.55, -1.65, 1.39], [0.49, -2.24, 0.19]],
  "spin_multiplicity": 1,
  "gap_ev": 9.7,
  "smiles": "[H]/N=C(/N)NN"
}


y.
{
  "formula": "CH6N4",
  "method": "wB97M-V/def2-TZVPD",
  "species": ["C", "N", "N", "N", "N", "H", "H", "H", "H", "H", "H"],
  "coordinates": [[1.76, -0.41, -0.01], [-1.58, 0.47, -0.07], [-0.23, 0.45, -0.04], [-2.03, -0.80, -0.01], [0.35, -0.69, 0.07], [2.03, 0.27, -0.78], [2.25, 0.11, 0.83], [2.19, -1.36, -0.33], [-2.10, 1.33, 0.41], [0.36, 1.36, 0.28], [-2.98, -0.75, -0.35]],
  "spin_multiplicity": 1,
  "gap_ev": [7.8, 8.3]
}


Most stable pick: w. Distance to second place: 2.0 kcal/mol.